1.
{
  "formula": "C3H3ClS",
  "method": "wB97M-V/def2-TZVPD",
  "species": ["C", "C", "C", "S", "Cl", "H", "H", "H"],
  "xyz": [[-1.281218, -0.104746, -1.916141], [-1.213542, 0.463139, -0.862747], [0.786420, -0.155681, 1.176526], [-0.622952, 0.929041, 1.200434], [2.177379, 0.469755, 0.222498], [-1.099300, -0.328866, -2.961847], [0.363341, -1.051471, 0.913206], [0.889872, -0.221170, 2.228070]],
  "forces_ev_per_angstrom": [[0.71, -0.50, -2.62], [-0.28, 0.63, 1.49], [0.02, 2.26, 0.39], [-0.43, 1.01, 0.02], [-0.94, -0.62, 0.74], [-0.46, -0.27, 0.66], [-0.27, -2.44, -1.65], [1.66, -0.07, 0.97]],
  "e_tot_ev": -26510.2738,
  "s2": 2.009,
  "relative_energy_kcal_mol": 68.1,
  "spin_multiplicity": 3
}


2.
{
  "formula": "C3H3ClS2",
  "method": "wB97M-V/def2-TZVPD",
  "species": ["C", "C", "C", "S", "S", "Cl", "H", "H", "H"],
  "xyz": [[0.814671, -0.940360, -0.385824], [1.178396, 0.244091, 0.055239], [-1.389694, 0.375094, 0.192552], [-0.846277, -1.369255, -0.221839], [-0.077272, 1.362674, 0.877095], [2.772754, 0.817836, 0.153078], [1.596692, -1.588583, -0.661895], [-1.715764, 0.883891, -0.816559], [-2.333505, 0.214613, 0.808153]],
  "forces_ev_per_angstrom": [[-0.21, 0.90, 0.50], [-1.09, 1.81, 1.19], [-2.30, -0.28, -2.19], [-0.57, 0.47, 0.25], [1.28, -1.47, -0.50], [0.57, 0.14, -0.07], [0.39, -1.06, -0.59], [0.50, -1.10, 1.87], [1.43, 0.59, -0.47]],
  "e_tot_ev": -37351.4147,
  "relative_energy_kcal_mol": 7.2
}


3.
{
  "formula": "C3H3ClS3",
  "method": "wB97M-V/def2-TZVPD",
  "species": ["C", "C", "C", "H", "H", "H", "S", "S", "S", "Cl"],
  "xyz": [[0.926494, 0.158358, -0.029779], [-0.589359, 0.623584, -0.410937], [-1.399502, -0.718262, -0.808942], [2.956453, -0.973589, -1.033268], [-2.483793, -0.779263, -1.401397], [-0.501917, -1.593618, -1.314247], [1.420361, -1.278202, -1.068161], [1.869406, 0.714014, 1.208263], [-1.054746, 2.216442, -0.509575], [-1.726875, -1.380687, 1.009319]],
  "forces_ev_per_angstrom": [[-0.59, -0.03, 0.57], [0.53, -0.47, -0.97], [0.60, -1.64, 0.21], [-3.29, -0.67, 0.16], [3.21, 0.72, 1.72], [-3.57, 2.76, 1.44], [3.69, 1.93, 0.50], [-1.43, -0.30, -1.76], [0.66, -2.81, 0.24], [0.19, 0.51, -2.11]],
  "e_tot_ev": -48183.6263,
  "relative_energy_kcal_mol": 64.8
}


4.
{
  "formula": "C3H3CoO3",
  "method": "wB97M-V/def2-TZVPD",
  "species": ["O", "Co", "O", "C", "O", "C", "H", "C", "H", "H"],
  "xyz": [[1.617523, -0.068271, 0.510779], [1.652261, 1.772059, 0.081334], [1.799184, -2.149331, -0.383569], [1.703290, -1.210019, 0.261099], [-1.273860, -0.462431, 0.792001], [-2.201930, -0.004339, 0.366506], [-3.975674, 0.740643, -0.000148], [-3.203525, 0.204593, -0.618042], [-2.792566, 0.865438, -1.397391], [-3.561864, -0.776107, -0.968225]],
  "forces_ev_per_angstrom": [[-0.40, 4.43, 1.80], [0.77, -0.51, 0.35], [-0.23, 0.60, 2.29], [0.92, -4.32, -4.40], [-0.14, 0.84, 1.20], [0.82, -2.28, -1.95], [-0.26, -0.21, -1.05], [-1.29, 1.58, 1.62], [-0.23, -0.12, 0.06], [0.05, -0.01, 0.08]],
  "e_tot_ev": -46888.4758,
  "s2": 3.755,
  "relative_energy_kcal_mol": 0.0,
  "charge": 3,
  "spin_multiplicity": 4
}


5.
{
  "formula": "C3H3CrFO3",
  "method": "wB97M-V/def2-TZVPD",
  "species": ["H", "O", "O", "O", "C", "C", "C", "H", "F", "H", "Cr"],
  "xyz": [[-1.612176, 0.797881, -0.528705], [-0.928513, -0.786369, 0.828864], [0.833478, -0.341673, -0.363363], [1.033532, -1.248957, 1.731953], [-0.722101, 0.289278, -0.904904], [0.511201, 1.087498, -0.757098], [0.331126, -0.851166, 0.807538], [-0.927725, -0.146418, -1.883967], [1.168863, 1.360827, -1.858094], [0.666520, 1.804750, 0.051625], [-0.354205, -1.965652, 2.876153]],
  "forces_ev_per_angstrom": [[-0.04, -1.06, 0.97], [0.70, -1.51, 1.75], [0.88, -1.75, 1.40], [0.97, -1.17, 1.32], [-1.05, 4.07, -2.64], [-0.61, 0.02, -1.55], [-1.52, 1.98, -1.83], [0.71, -0.61, 0.33], [-0.01, -0.18, 0.83], [0.03, -0.17, -0.07], [-0.06, 0.38, -0.53]],
  "e_tot_ev": -40417.1305,
  "s2": 6.025,
  "relative_energy_kcal_mol": 47.7,
  "charge": 2,
  "spin_multiplicity": 5
}


6.
{
  "formula": "C3H3EuFO2",
  "method": "wB97M-V/def2-TZVPD",
  "species": ["H", "F", "O", "O", "C", "C", "C", "H", "H", "Eu"],
  "xyz": [[0.134288, 0.293774, 2.404376], [2.077736, -1.465948, 0.321436], [-0.104478, -1.033848, 0.020211], [0.347958, 1.000376, 0.550520], [0.936111, -1.170961, 0.997916], [0.950363, 0.215929, 1.612187], [-0.457560, 0.225987, -0.112044], [0.687844, -2.001227, 1.664227], [1.958149, 0.595709, 1.799490], [-1.990204, 1.151250, -2.340542]],
  "forces_ev_per_angstrom": [[1.83, -0.18, -0.33], [-0.20, 0.18, 0.20], [-0.94, 0.06, 0.45], [-0.83, 0.20, 0.09], [0.52, -0.23, 0.20], [-0.80, -0.24, 0.56], [0.73, 0.16, -1.66], [0.05, 0.20, -0.14], [-0.46, -0.06, 0.41], [0.09, -0.09, 0.22]],
  "e_tot_ev": -29290.9626,
  "s2": 20.007,
  "relative_energy_kcal_mol": 0.0,
  "charge": 1,
  "spin_multiplicity": 9
}


7.
{
  "formula": "C3H3F2I",
  "method": "wB97M-V/def2-TZVPD",
  "species": ["C", "C", "C", "F", "F", "I", "H", "H", "H"],
  "xyz": [[-0.195014, 0.280787, 0.610264], [-0.005497, 1.559908, 0.431900], [-0.165962, -0.771064, -1.121608], [0.012359, 2.327705, 1.546818], [0.745541, -0.286101, -2.009859], [-2.068671, -0.908868, -2.013719], [-0.494465, -0.580001, 1.221328], [0.217066, 2.278966, -0.359958], [0.182322, -1.747181, -0.679633]],
  "forces_ev_per_angstrom": [[-0.43, -3.36, -5.53], [0.22, 0.63, 1.58], [0.87, 1.22, 3.55], [-0.13, 0.52, 0.74], [-0.35, -0.12, 0.48], [0.07, 0.01, 0.15], [0.34, 1.47, 0.53], [-0.15, -1.27, -0.60], [-0.44, 0.90, -0.90]],
  "e_tot_ev": -16691.7273,
  "relative_energy_kcal_mol": 63.0
}


8.
{
  "formula": "C3H3F3",
  "method": "wB97M-V/def2-TZVPD",
  "species": ["C", "C", "C", "F", "F", "F", "H", "H", "H"],
  "xyz": [[-0.515334, 0.425828, 0.057388], [0.044492, -0.101266, 1.240120], [0.079095, -0.175663, -1.519098], [1.200542, 0.405629, 1.640469], [1.352965, 0.109584, -1.734561], [0.082124, -1.481350, -1.599256], [-1.655462, 0.309921, -0.028661], [-0.274196, 1.513887, 0.071968], [-0.314225, -1.006570, 1.871631]],
  "forces_ev_per_angstrom": [[-1.72, 1.02, -1.00], [-1.02, -2.36, 1.04], [0.20, 0.55, 1.51], [0.50, 0.06, 0.19], [0.50, 1.15, 0.06], [-1.03, -1.31, 0.10], [1.88, -0.07, 0.15], [-0.11, -0.71, -0.67], [0.80, 1.67, -1.38]],
  "e_tot_ev": -11307.7819,
  "relative_energy_kcal_mol": 87.1
}


Copy entry 1 word for word.
{
  "formula": "C3H3ClS",
  "method": "wB97M-V/def2-TZVPD",
  "species": ["C", "C", "C", "S", "Cl", "H", "H", "H"],
  "xyz": [[-1.281218, -0.104746, -1.916141], [-1.213542, 0.463139, -0.862747], [0.786420, -0.155681, 1.176526], [-0.622952, 0.929041, 1.200434], [2.177379, 0.469755, 0.222498], [-1.099300, -0.328866, -2.961847], [0.363341, -1.051471, 0.913206], [0.889872, -0.221170, 2.228070]],
  "forces_ev_per_angstrom": [[0.71, -0.50, -2.62], [-0.28, 0.63, 1.49], [0.02, 2.26, 0.39], [-0.43, 1.01, 0.02], [-0.94, -0.62, 0.74], [-0.46, -0.27, 0.66], [-0.27, -2.44, -1.65], [1.66, -0.07, 0.97]],
  "e_tot_ev": -26510.2738,
  "s2": 2.009,
  "relative_energy_kcal_mol": 68.1,
  "spin_multiplicity": 3
}


What did the first record say?
{
  "formula": "C3H3ClS",
  "method": "wB97M-V/def2-TZVPD",
  "species": ["C", "C", "C", "S", "Cl", "H", "H", "H"],
  "xyz": [[-1.281218, -0.104746, -1.916141], [-1.213542, 0.463139, -0.862747], [0.786420, -0.155681, 1.176526], [-0.622952, 0.929041, 1.200434], [2.177379, 0.469755, 0.222498], [-1.099300, -0.328866, -2.961847], [0.363341, -1.051471, 0.913206], [0.889872, -0.221170, 2.228070]],
  "forces_ev_per_angstrom": [[0.71, -0.50, -2.62], [-0.28, 0.63, 1.49], [0.02, 2.26, 0.39], [-0.43, 1.01, 0.02], [-0.94, -0.62, 0.74], [-0.46, -0.27, 0.66], [-0.27, -2.44, -1.65], [1.66, -0.07, 0.97]],
  "e_tot_ev": -26510.2738,
  "s2": 2.009,
  "relative_energy_kcal_mol": 68.1,
  "spin_multiplicity": 3
}


Q: Which formula does entry 4 have?
A: C3H3CoO3